# 1
91
Properties=species:S:1:pos:R:3:forces:R:3 method="wB97M-V/def2-TZVPD" gap_ha=0.247 total_charge=-1 total_energy_ha=-5957.72305 homo_energy_ev=-4.4
Pt 0.976 1.820 0.693 0.5711 -0.0864 -0.1299
C 3.944 -1.024 2.463 -0.0375 -0.0482 -0.0872
C 3.108 0.212 2.167 0.1593 -0.0601 0.1692
O 2.306 0.001 0.980 0.0347 -0.0920 0.1687
P 1.960 0.601 3.546 0.4800 -0.5596 0.2625
O 1.530 -0.772 4.258 0.3689 0.5435 0.3125
O 2.902 1.196 4.648 -0.3949 -0.0332 0.0678
O 0.754 1.330 3.099 -0.4197 0.4814 -0.5085
P 4.128 1.766 2.013 -0.4366 0.2797 -0.1018
O 4.926 1.493 0.632 0.2173 -0.1979 0.0755
O 5.060 1.758 3.182 -0.0234 -0.1127 0.0237
O 3.121 2.848 1.825 0.7126 0.2441 0.1730
H 3.308 -1.907 2.538 0.0588 0.0615 0.0418
H 4.491 -0.893 3.395 0.0322 0.0050 0.0359
H 4.669 -1.174 1.661 0.0163 0.0056 -0.0028
H 2.853 0.184 0.196 0.0808 -0.1320 -0.0590
H 0.687 -1.066 3.898 -0.0353 0.1275 0.0979
H 3.767 1.531 4.276 0.3065 0.1095 -0.0427
H 4.492 1.959 -0.092 -0.0984 0.1211 -0.0922
C -3.650 0.532 -0.199 -0.0058 0.0579 0.1024
C -3.200 -0.257 1.027 -0.0894 0.0701 -0.0849
C -4.406 -0.823 1.768 0.0193 0.0306 -0.0186
C -2.372 0.630 1.943 0.0251 0.0527 0.0480
O -2.432 -1.384 0.622 0.1146 -0.2080 0.0936
Si -1.148 -1.434 -0.425 -0.0385 -0.1541 0.0739
O -0.276 -0.136 -0.530 -0.1286 -0.3091 0.0405
O -0.320 -2.805 -0.002 -0.1627 -0.1601 -0.0647
C 0.153 -3.289 1.243 0.0593 0.0888 0.0394
C 1.624 -3.638 1.042 -0.0354 0.0005 -0.0271
C -0.659 -4.532 1.597 0.0184 0.0508 0.0343
C 0.025 -2.236 2.347 -0.1127 -0.2498 -0.2661
O -1.751 -1.812 -1.939 0.2439 0.2115 0.1516
C -2.435 -2.930 -2.461 -0.1378 -0.1331 -0.0606
C -3.652 -3.273 -1.605 0.0029 -0.0378 -0.0287
C -2.882 -2.519 -3.863 -0.0304 -0.0567 0.0199
C -1.502 -4.134 -2.553 0.0157 -0.0344 -0.0348
H -4.325 1.339 0.090 -0.0172 0.0235 0.0067
H -4.164 -0.122 -0.904 -0.0453 -0.0444 -0.0421
H -2.784 0.966 -0.697 -0.1823 -0.0709 0.1339
H -5.041 -0.019 2.143 -0.0277 0.0286 0.0132
H -4.072 -1.426 2.613 0.0200 -0.0219 0.0321
H -4.995 -1.457 1.104 -0.0122 -0.0197 -0.0296
H -2.946 1.504 2.256 -0.0252 0.0463 0.0174
H -1.470 0.969 1.431 -0.0236 -0.0120 -0.0233
H -2.066 0.087 2.837 0.0093 -0.0278 0.0493
H 1.728 -4.330 0.205 -0.0086 -0.0223 -0.0164
H 2.044 -4.102 1.937 0.0209 -0.0240 0.0465
H 2.190 -2.732 0.820 -0.0399 -0.0185 -0.0494
H -0.513 -5.309 0.846 0.0078 0.0006 -0.0391
H -1.719 -4.277 1.634 -0.0378 0.0224 0.0093
H -0.360 -4.928 2.569 0.0149 -0.0225 0.0274
H 0.483 -1.303 2.009 -0.0782 -0.0726 -0.1401
H 0.537 -2.585 3.248 -0.0780 -0.3264 -0.2182
H -1.021 -2.046 2.579 -0.0995 0.0042 -0.0139
H -4.347 -2.434 -1.578 -0.0137 0.0392 0.0186
H -3.351 -3.493 -0.582 0.0162 -0.0200 0.0323
H -4.169 -4.142 -2.017 -0.0224 -0.0220 -0.0160
H -3.408 -3.334 -4.363 -0.0114 -0.0092 -0.0027
H -3.548 -1.657 -3.807 -0.0117 0.0386 0.0115
H -2.014 -2.244 -4.464 0.0267 0.0044 -0.0088
H -1.188 -4.456 -1.563 -0.0041 0.0099 0.0423
H -0.607 -3.870 -3.118 0.0121 0.0093 -0.0292
H -2.007 -4.959 -3.058 0.0103 -0.0305 -0.0191
Cl -0.531 4.471 -2.194 0.0348 0.0514 0.0407
C 0.601 5.215 -1.080 -0.0278 -0.0233 -0.0957
C 1.327 6.296 -1.553 0.0061 0.0098 -0.0056
C 2.223 6.933 -0.713 0.0044 0.0156 0.0327
C 2.374 6.481 0.593 -0.0166 -0.0205 -0.0602
C 1.640 5.399 1.041 0.0432 -0.0116 -0.0770
C 0.738 4.721 0.215 -0.1536 0.0225 0.0528
C -0.016 3.550 0.740 -0.1274 -0.0984 -0.1197
H 1.180 6.627 -2.572 0.0112 0.0098 -0.0076
H 2.796 7.777 -1.076 0.0105 0.0079 -0.0027
H 3.075 6.964 1.262 0.0216 0.0250 0.0109
H 1.784 5.026 2.044 0.0245 -0.0613 0.0691
H -0.975 3.421 0.232 -0.0655 0.1581 0.0556
H -0.169 3.659 1.820 -0.1164 0.1250 -0.0315
C 1.102 1.335 -4.444 0.1621 0.0551 -0.0126
As 0.695 0.768 -2.626 -0.3310 -0.3859 0.0050
C -1.178 1.171 -2.568 0.0169 0.2585 -0.3345
C 1.228 -1.076 -2.774 0.2198 0.0554 -0.1751
S 2.065 1.941 -1.483 -0.5262 0.2982 0.8083
H 0.458 0.807 -5.148 -0.0059 -0.0205 -0.0101
H 2.148 1.122 -4.668 -0.0320 0.0222 -0.0300
H 0.930 2.408 -4.520 -0.0008 0.0022 -0.0051
H -1.717 0.225 -2.599 0.0635 0.1329 -0.1272
H -1.401 1.812 -3.420 -0.1124 0.0332 -0.0245
H -1.373 1.670 -1.626 0.1744 0.0874 -0.1689
H 0.631 -1.571 -3.539 -0.0222 0.0130 -0.0021
H 1.124 -1.581 -1.824 0.0418 0.0022 0.0476
H 2.276 -1.033 -3.080 -0.0470 -0.1032 -0.0481

***

# 2
91
Properties=species:S:1:pos:R:3:forces:R:3 method="wB97M-V/def2-TZVPD" spin_multiplicity=3 e_above_lowest_kj_mol=21.9 gap_ha="0.222 / 0.291" total_charge=-1 total_energy_ha=-5957.75338 homo_energy_ev="-3.8 / -5.7" s_squared=2.01
Pt 0.589 1.079 -0.631 0.0378 0.1139 0.0586
C 2.103 -2.206 2.179 -0.0093 -0.0088 -0.0339
C 1.578 -0.959 1.476 0.0449 0.0331 0.0593
O 1.358 -1.212 0.081 -0.1155 0.1073 -0.0311
P 0.028 -0.347 2.243 -0.1353 -0.1492 0.0382
O -1.004 -1.489 2.286 0.0814 0.1382 0.2507
O 0.390 -0.028 3.742 0.0799 0.0590 0.0048
O -0.413 0.865 1.460 -0.0034 -0.0380 -0.0966
P 2.771 0.451 1.632 0.0288 -0.0425 -0.0070
O 4.199 -0.155 1.200 -0.0385 0.0188 -0.0059
O 2.809 0.792 3.087 -0.0092 -0.0113 0.0101
O 2.384 1.502 0.611 -0.0246 -0.0023 -0.0186
H 1.319 -2.961 2.253 -0.0020 -0.0003 -0.0092
H 2.454 -1.965 3.182 -0.0110 0.0004 0.0074
H 2.935 -2.606 1.600 0.0105 0.0039 0.0123
H 0.449 -1.584 -0.072 0.0530 -0.1208 0.0488
H -1.236 -1.771 1.213 -0.0254 -0.0505 -0.3604
H 1.300 0.402 3.733 -0.0200 -0.0152 0.0079
H 4.354 -0.004 0.255 0.0228 -0.0139 -0.0004
C -5.805 -1.507 -0.311 -0.0021 0.0009 0.0013
C -4.748 -2.565 -0.016 -0.0127 0.0152 0.0200
C -5.349 -3.961 -0.153 -0.0012 0.0043 -0.0095
C -4.174 -2.363 1.383 -0.0018 -0.0064 -0.0189
O -3.740 -2.394 -1.010 0.0042 -0.0296 0.0040
Si -2.153 -2.855 -0.982 -0.0589 0.0072 -0.0095
O -1.247 -1.928 -0.060 0.0440 -0.0142 0.0792
O -2.175 -4.434 -0.494 0.0023 0.0315 -0.0126
C -1.140 -5.411 -0.603 0.0067 -0.0107 0.0058
C 0.238 -4.779 -0.446 0.0208 0.0081 0.0130
C -1.263 -6.091 -1.964 0.0049 -0.0005 -0.0038
C -1.391 -6.412 0.519 -0.0020 0.0031 0.0004
O -1.635 -2.830 -2.540 0.0234 -0.0567 0.0092
C -2.141 -2.221 -3.723 -0.0167 0.0334 0.0135
C -3.420 -2.934 -4.155 -0.0110 0.0032 -0.0038
C -2.406 -0.739 -3.471 -0.0029 -0.0062 -0.0024
C -1.060 -2.394 -4.782 0.0049 -0.0080 0.0034
H -6.640 -1.584 0.389 0.0006 -0.0005 -0.0008
H -6.184 -1.633 -1.327 -0.0007 0.0018 -0.0008
H -5.368 -0.510 -0.228 -0.0136 -0.0222 -0.0008
H -6.160 -4.101 0.565 0.0020 -0.0010 -0.0002
H -4.582 -4.715 0.020 0.0005 -0.0013 0.0005
H -5.747 -4.096 -1.161 0.0008 -0.0014 -0.0004
H -4.967 -2.438 2.131 0.0004 -0.0008 -0.0025
H -3.701 -1.384 1.469 0.0031 0.0021 0.0110
H -3.421 -3.121 1.607 0.0032 0.0043 0.0054
H 0.427 -4.044 -1.231 0.0038 0.0080 -0.0087
H 1.013 -5.547 -0.507 -0.0050 -0.0023 0.0027
H 0.320 -4.276 0.518 -0.0015 0.0102 -0.0032
H -1.087 -5.365 -2.758 -0.0061 0.0010 -0.0008
H -2.268 -6.502 -2.083 0.0011 -0.0027 0.0012
H -0.537 -6.902 -2.056 0.0013 0.0027 -0.0008
H -1.339 -5.906 1.484 0.0037 -0.0019 0.0002
H -0.648 -7.211 0.500 -0.0021 -0.0006 -0.0009
H -2.384 -6.852 0.411 -0.0005 0.0026 0.0000
H -4.184 -2.832 -3.385 0.0027 0.0004 -0.0084
H -3.217 -3.996 -4.309 0.0018 -0.0009 0.0005
H -3.796 -2.511 -5.090 0.0040 -0.0024 -0.0023
H -3.199 -0.627 -2.729 0.0099 -0.0114 -0.0154
H -2.714 -0.241 -4.393 0.0018 0.0000 -0.0032
H -1.500 -0.258 -3.098 0.0122 0.0118 0.0177
H -0.860 -3.455 -4.939 -0.0030 0.0006 0.0007
H -0.135 -1.917 -4.457 0.0353 0.0309 0.0216
H -1.373 -1.951 -5.729 -0.0007 -0.0039 0.0024
Cl 2.501 -1.921 -2.896 -0.0356 -0.0039 -0.0034
C 3.452 -0.519 -2.477 0.0020 0.0024 0.0157
C 4.802 -0.723 -2.224 -0.0043 -0.0003 -0.0122
C 5.617 0.353 -1.908 0.0090 -0.0052 0.0015
C 5.064 1.629 -1.857 -0.0042 0.0068 -0.0036
C 3.717 1.809 -2.101 0.0043 0.0065 -0.0097
C 2.858 0.744 -2.408 -0.0151 -0.0500 -0.0343
C 1.403 0.979 -2.556 0.0237 0.0048 0.0330
H 5.201 -1.727 -2.277 -0.0002 0.0000 0.0028
H 6.667 0.194 -1.700 0.0001 0.0021 -0.0038
H 5.682 2.480 -1.600 -0.0005 -0.0011 -0.0001
H 3.280 2.797 -2.010 0.0004 -0.0028 0.0056
H 0.926 0.160 -3.092 -0.0580 0.0122 -0.0585
H 1.201 1.917 -3.075 0.0539 0.0156 0.0126
C -2.247 3.200 2.058 0.0104 -0.0187 0.0273
As -2.211 3.004 0.146 0.0060 0.0223 0.0772
C -2.965 1.296 -0.307 0.0209 0.0347 -0.0327
C -3.539 4.260 -0.486 0.0159 0.0199 0.0097
S -0.350 3.471 -0.729 -0.0523 -0.0877 -0.0715
H -3.245 2.970 2.430 -0.0154 0.0008 0.0021
H -1.979 4.227 2.298 -0.0075 0.0160 -0.0063
H -1.513 2.508 2.464 -0.0327 0.0428 -0.0293
H -4.001 1.276 0.035 0.0335 -0.0012 0.0154
H -2.381 0.507 0.159 0.0399 -0.0569 0.0203
H -2.928 1.185 -1.390 -0.0138 0.0231 0.0078
H -4.494 4.073 0.005 0.0013 -0.0008 -0.0013
H -3.643 4.141 -1.562 0.0010 0.0001 -0.0034
H -3.198 5.271 -0.269 -0.0039 -0.0013 0.0002